{"formula": "C25H22BCrN9O2", "method": "ωB97M-V/def2-TZVPD", "e_above_lowest_ev": 0.000, "total_charge": 1, "total_energy_ha": -2678.34738, "spin_multiplicity": 2, "s_squared": 0.785, "species": ["Cr", "C", "C", "N", "N", "C", "B", "N", "C", "C", "C", "N", "N", "C", "C", "C", "N", "H", "H", "H", "H", "H", "H", "H", "H", "H", "H", "C", "O", "C", "C", "C", "C", "C", "C", "N", "N", "C", "C", "C", "C", "O", "C", "N", "C", "C", "C", "C", "H", "H", "H", "H", "H", "H", "H", "H", "H", "H", "H", "H"], "xyz": [[1.80461, -0.53374, 1.32745], [5.46762, -2.14778, -0.16928], [4.35832, -1.31201, -0.31027], [3.57060, -1.42196, 0.75435], [4.14342, -2.31455, 1.58714], [5.29067, -2.76197, 1.05367], [3.44535, -2.58861, 2.91754], [1.99843, -3.07461, 2.59738], [1.34840, -4.17527, 2.96946], [0.03666, -4.10173, 2.51614], [-0.04457, -2.87700, 1.87773], [1.14798, -2.26284, 1.92004], [3.31140, -1.22318, 3.66563], [3.76223, -0.86239, 4.86819], [3.38196, 0.44738, 5.11987], [2.66973, 0.82628, 3.99278], [2.63374, -0.18402, 3.11488], [6.27916, -2.28514, -0.86078], [4.08423, -0.65292, -1.11683], [5.89590, -3.48298, 1.57689], [4.02029, -3.38452, 3.59334], [1.84917, -4.93833, 3.54191], [-0.74053, -4.83397, 2.64044], [-0.87721, -2.40682, 1.38034], [4.31866, -1.55978, 5.47190], [3.59248, 1.03583, 5.99450], [2.19300, 1.76557, 3.76226], [-4.61877, 0.06669, -6.82745], [-4.38072, -0.24263, -5.46198], [-4.13755, 0.78101, -4.61591], [-4.08068, 2.11919, -4.99315], [-3.84190, 3.09202, -4.03182], [-3.59865, 2.73768, -2.71695], [-3.68336, 1.39783, -2.33548], [-3.95801, 0.42992, -3.27406], [-3.40467, 3.80521, -1.77857], [-2.52457, 3.76647, -0.91173], [-1.52459, 2.74312, -0.86176], [-0.66946, 2.49076, -1.90303], [0.41316, 1.59363, -1.77482], [0.62571, 0.95419, -0.58683], [1.62689, 0.06034, -0.36258], [-0.22877, 1.22606, 0.50262], [0.07040, 0.56283, 1.65723], [-0.68707, 0.76383, 2.71734], [-1.77649, 1.64762, 2.70341], [-2.08022, 2.33026, 1.55296], [-1.29824, 2.12409, 0.39683], [-4.80105, -0.88242, -7.32131], [-3.74970, 0.54997, -7.27938], [-5.49516, 0.70865, -6.93837], [-4.24325, 2.41712, -6.01800], [-3.83137, 4.13932, -4.30527], [-3.56518, 1.12007, -1.29596], [-4.05083, -0.61157, -2.99710], [-0.83230, 2.98758, -2.85019], [1.07035, 1.40496, -2.61287], [-0.42223, 0.21458, 3.61338], [-2.35758, 1.78323, 3.60394], [-2.90584, 3.02940, 1.52019]]}

---

{"formula": "C29H35MnO5S", "method": "ωB97M-V/def2-TZVPD", "total_charge": -1, "total_energy_ha": -3051.35913, "spin_multiplicity": 4, "s_squared": 3.808, "species": ["C", "C", "C", "C", "H", "H", "C", "H", "H", "C", "H", "H", "C", "C", "C", "O", "O", "O", "O", "C", "H", "H", "H", "C", "H", "H", "H", "O", "H", "H", "C", "C", "H", "H", "H", "H", "H", "H", "Mn", "C", "C", "C", "H", "C", "C", "H", "H", "H", "H", "C", "C", "C", "H", "C", "C", "H", "H", "H", "H", "S", "C", "C", "C", "C", "C", "C", "H", "H", "H", "H", "H"], "xyz": [[-2.47280, -3.48136, -0.06421], [-2.62971, -2.27384, -1.03188], [-0.97270, -3.57026, 0.36352], [-0.19261, -2.84201, -0.74492], [-0.68285, -4.62713, 0.43715], [-0.85537, -3.04893, 1.33175], [-1.20143, -1.79638, -1.24310], [-3.25355, -1.49615, -0.56333], [-3.03706, -2.59468, -1.99894], [-0.86487, -0.63382, -0.31927], [-0.98233, -1.54843, -2.28623], [0.09627, -3.56011, -1.52574], [1.04050, -1.99462, -0.31090], [-3.32822, -3.41524, 1.17355], [-2.95757, -4.80795, -0.65275], [-2.17785, -5.72523, -0.82049], [-3.88864, -2.40785, 1.59300], [-3.40490, -4.61134, 1.78205], [-4.26897, -4.98078, -0.93438], [-5.30036, -3.95167, -0.96380], [-4.92663, -2.94396, -1.19829], [-5.84604, -3.95186, -0.01130], [-5.97455, -4.28786, -1.75727], [-4.18357, -4.54865, 2.97534], [-3.69052, -3.89827, 3.70597], [-4.23597, -5.57327, 3.33282], [-5.18178, -4.15210, 2.75863], [0.57029, -0.66555, -0.16365], [-1.31907, -0.72066, 0.70033], [-1.19476, 0.34671, -0.70948], [2.09781, -1.96331, -1.42250], [1.62402, -2.42898, 1.03703], [1.54273, -3.52248, 1.16086], [1.11376, -1.92555, 1.87815], [2.68458, -2.16071, 1.07586], [2.83350, -1.17161, -1.21082], [1.59562, -1.77000, -2.38320], [2.64086, -2.93193, -1.50798], [0.60053, 2.86409, 0.08299], [1.31214, 3.78543, -1.71506], [1.07648, 2.40680, -2.04731], [-0.28755, 2.11486, -1.77257], [1.76799, 1.70156, -2.50925], [-0.91922, 3.29552, -1.24910], [0.08236, 4.35214, -1.22324], [-0.06677, 5.39002, -0.92840], [2.24152, 4.32649, -1.87744], [-0.78838, 1.20713, -2.10338], [-1.98377, 3.40436, -1.05395], [1.26889, 2.63952, 2.22187], [0.77163, 3.94727, 1.87954], [-0.60659, 3.79104, 1.45997], [1.31043, 4.88865, 2.00007], [-0.89381, 2.35902, 1.42809], [0.26273, 1.66898, 1.91488], [0.32911, 0.59876, 2.11330], [2.20794, 2.43672, 2.72227], [-1.30242, 4.59927, 1.28859], [-1.85211, 1.87923, 1.21340], [2.90585, 1.55497, 0.04061], [3.97375, 2.88955, -0.10153], [4.14846, 3.81047, 0.95701], [4.82554, 5.00205, 0.73616], [5.44719, 5.23790, -0.49719], [5.40846, 4.25804, -1.50008], [4.70950, 3.07542, -1.29682], [3.73909, 3.56019, 1.93424], [4.87564, 5.74340, 1.53817], [5.98715, 6.17216, -0.66494], [5.93414, 4.41094, -2.44470], [4.69883, 2.26592, -2.02776]]}

---

{"formula": "HN2O4", "method": "ωB97M-V/def2-TZVPD", "e_above_lowest_ev": 1.601, "total_charge": 1, "total_energy_ha": -410.41638, "spin_multiplicity": 1, "species": ["N", "N", "O", "O", "O", "O", "H"], "xyz": [[3.15589, -0.47801, 0.37241], [2.69621, -1.95015, 1.50111], [3.02996, -2.99095, 1.22705], [-0.38371, -0.02603, 0.57135], [2.26378, 0.19938, 0.25961], [0.76175, -0.66505, 0.45098], [-0.62105, 0.34394, -0.23178]]}

---

{"formula": "C5H14MoN3S", "method": "ωB97M-V/def2-TZVPD", "total_charge": 1, "total_energy_ha": -829.19169, "spin_multiplicity": 3, "s_squared": 2.197, "species": ["C", "Mo", "N", "H", "H", "H", "H", "H", "H", "H", "H", "C", "N", "C", "C", "N", "C", "S", "H", "H", "H", "H", "H", "H"], "xyz": [[-1.12290, 1.84668, -2.22021], [1.24024, -0.39837, -1.80578], [2.00762, -1.57445, -3.36905], [0.04079, -0.97316, -2.77685], [2.91587, -1.20303, -3.57572], [-1.86517, 1.36183, -2.77005], [-0.96933, 2.82180, -2.66217], [-0.10053, 1.31585, -1.87298], [-1.74453, 1.98328, -1.35812], [2.13063, -2.51996, -3.02537], [1.47244, -1.62223, -4.24542], [-1.45266, -1.49425, 2.70968], [-0.57004, -0.36396, 2.41612], [-0.29173, 0.71896, 3.22848], [0.58720, 1.53871, 2.60592], [0.84004, 0.92149, 1.37797], [0.16285, -0.26583, 1.28122], [0.09030, -1.38168, -0.01288], [-2.25425, -1.50512, 1.96264], [-0.92030, -2.46078, 2.68066], [-1.88475, -1.29792, 3.69426], [-0.76826, 0.79007, 4.19781], [1.01532, 2.49192, 2.88453], [1.44117, 1.27012, 0.65531]]}

---

{"formula": "C4H12O2", "method": "ωB97M-V/def2-TZVPD", "e_above_lowest_ev": 0.681, "total_energy_ha": -310.04791, "spin_multiplicity": 1, "smiles": "CCO.CCO", "species": ["C", "C", "O", "H", "H", "H", "H", "H", "H", "C", "C", "O", "H", "H", "H", "H", "H", "H"], "xyz": [[1.25840, -1.91656, 0.12303], [1.68733, -0.87244, -0.92251], [0.81559, -0.85007, -2.04108], [0.44708, -2.49830, -0.30367], [0.79999, -1.40245, 0.97435], [2.05455, -2.59459, 0.43218], [1.70662, 0.11935, -0.46421], [2.65723, -1.17620, -1.32157], [0.04372, -0.30226, -1.83360], [-0.75814, 1.38567, 1.45737], [-1.65201, 1.54119, 0.24007], [-1.28291, 0.58563, -0.73776], [-1.06508, 0.52281, 2.03221], [-0.69030, 2.28506, 2.04563], [0.23905, 1.10256, 1.11787], [-2.69382, 1.39233, 0.52062], [-1.55964, 2.55811, -0.15381], [-2.00768, 0.12014, -1.16513]]}